The following is a quantum chemistry calculation of C31H27BeN6O2 as an isolated structure at a distorted geometry, from the Open Molecules 2025 dataset.

The geometry in XYZ format:
```
67
Properties=species:S:1:pos:R:3:lowdin_charge:R:1
O -3.18 -5.41 -1.12 -0.050
O -3.19 -5.39 1.12 -0.049
N 0.19 -0.06 -2.15 0.115
N 0.20 -0.01 1.99 0.046
N -8.66 4.93 2.48 0.159
N -0.87 1.47 0.00 0.067
N -2.63 2.76 0.33 -0.003
N -0.44 -1.38 -0.04 0.092
C 0.66 0.31 4.31 -0.108
C -0.36 -1.25 -2.38 -0.189
C 0.64 0.20 -4.47 -0.069
C -1.56 -3.11 1.17 0.049
C -0.45 -1.78 -3.68 0.001
C -7.64 4.54 2.11 -0.203
C -2.89 -4.98 0.00 -0.717
C 1.91 0.79 0.19 -0.025
C 3.47 -0.55 -1.22 -0.073
C 4.34 1.34 0.17 -0.083
C 3.29 0.22 0.09 -0.682
C -6.40 4.08 1.65 -0.233
C -0.78 -1.96 1.13 -0.198
C -1.99 -3.69 -0.01 -0.094
C -3.89 3.19 0.76 -0.149
C -1.68 3.50 -0.33 -0.023
C 0.65 0.73 3.00 -0.157
C -4.75 2.33 1.46 0.011
C -5.97 2.76 1.89 -0.007
C -0.83 -1.95 -1.19 -0.192
C -0.29 -1.25 2.28 -0.219
C -2.08 1.53 0.50 -0.043
C -0.28 -1.75 3.59 -0.030
C 3.49 -0.75 1.26 -0.059
C -5.54 4.94 0.95 -0.017
C -1.60 -3.10 -1.21 0.038
C -0.61 2.68 -0.52 -0.079
C -4.32 4.51 0.51 -0.003
C 0.18 -0.97 4.61 -0.103
C 0.06 -1.04 -4.73 -0.071
C 0.67 0.64 -3.15 -0.143
Be 0.28 0.14 0.13 0.007
H 4.22 2.04 -0.65 0.070
H -1.83 4.52 -0.60 0.106
H 1.03 0.96 5.09 0.081
H -1.87 -3.57 2.10 0.111
H 1.10 1.59 -2.89 0.100
H -3.68 5.19 -0.02 0.102
H -6.63 2.09 2.43 0.126
H -4.45 1.31 1.65 0.113
H 4.45 -1.00 -1.27 0.073
H 4.50 -1.17 1.26 0.074
H -2.57 0.70 0.98 0.143
H 2.77 -1.56 1.18 0.079
H -0.66 -2.75 3.77 0.105
H 3.32 -0.24 2.21 0.073
H 0.18 -1.33 5.63 0.091
H 3.35 0.11 -2.08 0.065
H 1.06 0.79 -5.26 0.093
H 4.23 1.90 1.10 0.071
H -1.94 -3.55 -2.13 0.105
H -5.86 5.96 0.75 0.121
H -0.89 -2.75 -3.85 0.110
H 5.35 0.94 0.13 0.069
H 1.94 1.72 0.77 0.025
H 0.02 -1.42 -5.74 0.101
H 2.72 -1.33 -1.29 0.073
H 1.02 1.71 2.72 0.102
H 0.33 2.89 -0.99 0.104
```

Computed properties:
Total energy ... -1691.37857 a.u.
Net charge ... -1
Multiplicity ... 1
Frontier orbital gap (alpha / beta) ... 4.9 / 3.1 eV

---

The following is a quantum chemistry calculation of C41H27AsBrFNO4Ru as an isolated structure at a distorted geometry, from the Open Molecules 2025 dataset.

The geometry in XYZ format:
```
77
Properties=species:S:1:pos:R:3:mulliken_spin:R:1
Ru -0.22 1.02 1.12 0.894
Br 1.51 2.24 -0.13 -0.009
As 0.71 0.01 3.42 -0.002
F 0.12 -4.51 -1.54 0.005
O -0.64 2.97 1.85 0.010
O -4.89 -0.97 4.40 0.000
O -1.81 4.86 1.92 0.017
O -3.14 -1.09 3.15 0.001
N -3.98 -0.48 3.78 -0.001
C -0.60 -3.16 0.24 -0.022
C 0.61 -2.21 -1.63 -0.021
C 2.25 -1.07 3.00 0.005
C 4.58 -2.26 2.11 -0.001
C -0.23 4.81 -2.90 -0.006
C 2.26 -2.43 2.72 0.001
C -3.23 2.68 -2.24 0.028
C -3.57 1.62 -1.44 -0.020
C -2.81 2.97 2.89 0.002
C 0.77 -1.35 7.39 -0.001
C 0.05 -3.29 -0.98 0.055
C -3.74 3.74 3.59 -0.003
C 3.40 -0.30 2.85 -0.007
C -2.93 1.59 2.96 0.024
C -0.65 -1.90 0.82 0.062
C 3.98 3.38 3.57 0.000
C -4.84 1.76 4.43 -0.001
C 3.25 1.13 3.19 0.012
C -0.09 -0.77 0.21 -0.132
C 4.57 -0.91 2.39 0.001
C 1.08 -1.18 6.04 0.002
C -2.63 1.07 -0.53 0.055
C 1.68 2.80 3.96 0.001
C 0.31 3.17 -1.28 0.003
C 0.31 -0.31 5.28 -0.002
C -1.37 1.57 -0.43 -0.032
C -1.69 3.66 2.13 -0.004
C -3.92 1.03 3.72 0.003
C -4.74 3.15 4.35 0.001
C -0.76 0.37 5.84 -0.001
C -1.05 0.20 7.18 -0.001
C 3.43 -3.03 2.28 0.003
C -0.99 2.64 -1.29 0.020
C 2.70 3.74 3.96 -0.001
C 1.96 1.50 3.57 -0.010
C 4.26 2.08 3.18 0.002
C 0.72 4.22 -2.04 0.006
C -1.51 4.32 -2.98 0.007
C -0.29 -0.66 7.96 0.000
C -1.92 3.22 -2.18 -0.010
C 0.53 -0.96 -1.04 0.075
H -1.16 -1.80 1.77 0.004
H 0.06 5.66 -3.50 -0.001
H 2.49 4.76 4.25 0.000
H -1.37 1.04 5.23 0.000
H -2.23 4.78 -3.64 0.000
H 1.36 -3.02 2.81 -0.002
H 5.49 -2.73 1.75 0.000
H -1.04 -4.03 0.71 -0.001
H -2.93 0.23 0.08 0.003
H 1.91 -1.71 5.61 0.000
H 5.27 1.81 2.89 0.000
H -3.95 3.11 -2.92 0.001
H 1.37 -2.02 7.99 0.000
H 0.67 3.09 4.23 0.002
H -4.56 1.20 -1.50 -0.001
H 5.47 -0.32 2.25 0.000
H 1.73 4.59 -1.98 0.001
H -2.24 0.98 2.40 -0.018
H -1.89 0.74 7.63 0.000
H 4.77 4.12 3.56 0.000
H -0.52 -0.79 9.01 0.000
H 1.10 -2.36 -2.59 -0.001
H 3.45 -4.09 2.06 0.000
H -5.60 1.27 5.01 0.000
H -5.45 3.76 4.89 0.000
H 0.95 -0.12 -1.56 0.003
H -3.65 4.81 3.52 0.000
```

Computed properties:
ΔE to the lowest compared entry with this formula, charge and spin ... 56.2 kJ/mol
⟨S²⟩ ... 0.76
Total energy ... -6938.71691 a.u.
Net charge ... 0
Multiplicity ... 2
Frontier orbital gap (alpha / beta) ... 7.1 / 6.8 eV

---

The following is a quantum chemistry calculation of an isolated ion of composition C3H11N3 and charge +2 at a distorted geometry, from the Open Molecules 2025 dataset.

The geometry in XYZ format:
```
17
Properties=species:S:1:pos:R:3:lowdin_charge:R:1
N 1.25 -0.75 0.15 0.130
N -0.85 0.02 -0.21 -0.162
N -0.64 1.30 -0.13 0.221
C -1.93 -0.60 0.54 0.049
C 2.12 0.33 0.25 -0.011
C 0.16 -0.76 -0.87 -0.049
H 0.41 -0.32 -1.84 0.168
H -0.58 1.82 -1.05 0.221
H -2.04 -1.70 0.87 0.167
H 2.83 0.28 0.98 0.088
H -2.00 0.12 1.46 0.155
H -0.08 -1.81 -1.07 0.173
H 2.65 0.58 -0.79 0.194
H -1.19 1.89 0.45 0.159
H 1.03 -1.19 1.03 0.185
H 1.60 1.30 0.51 0.151
H -2.74 -0.52 -0.26 0.161
```

Computed properties:
ΔE to the lowest compared entry with this formula, charge and spin ... 400.6 kJ/mol
Total energy ... -284.32509 a.u.
SMILES ... CNC[N+](C)=[NH2+]
Net charge ... +2
Multiplicity ... 1
Frontier orbital gap (alpha / beta) ... 7.5 / 9.4 eV

---

The following is a quantum chemistry calculation of a 2-piece molecular cluster, C8H16N2 overall at a distorted geometry, from the Open Molecules 2025 dataset.

The geometry in XYZ format:
```
26
Properties=species:S:1:pos:R:3:lowdin_charge:R:1
N -0.79 -0.70 -2.75 0.046
N -1.74 0.34 -1.05 0.099
C 2.78 1.38 0.42 -0.117
C -1.36 -2.95 0.86 -0.125
C -1.47 -1.43 0.75 -0.207
C 0.46 2.33 0.92 -0.121
C -1.36 -0.92 -0.65 -0.328
C -1.36 0.45 -2.30 -0.202
C -0.80 -1.58 -1.69 -0.074
C 1.86 2.03 1.49 -0.317
H 3.80 1.46 0.79 0.062
H 2.41 0.39 0.17 0.064
H 2.36 2.95 1.81 0.090
H -2.06 -3.47 0.20 0.075
H -0.36 -2.56 -1.82 0.116
H 1.75 1.47 2.42 0.091
H -0.40 -3.43 0.72 0.070
H -1.51 1.33 -2.89 0.113
H 0.51 2.55 -0.14 0.060
H -2.42 -1.10 1.17 0.113
H 2.70 2.00 -0.47 0.062
H -0.42 -0.84 -3.68 0.147
H -0.01 3.15 1.46 0.067
H -1.71 -3.22 1.86 0.070
H -0.74 -1.00 1.44 0.103
H -0.12 1.41 0.94 0.042
```

Computed properties:
ΔE to the lowest compared entry with this formula, charge and spin ... 36.6 kJ/mol
Total energy ... -423.92567 a.u.
SMILES ... CCc1c[nH]cn1.CCC
Net charge ... 0
Multiplicity ... 1
Frontier orbital gap ... 9.5 eV